Model w:
# C19H21N3O3

A single C19H21N3O3 molecule (ωB97M-V/def2-TZVPD, the Open Molecules 2025 dataset).

Structure (XYZ):
```
46
Properties=species:S:1:pos:R:3:lowdin_charge:R:1
C -5.6170 -0.5944 1.8039 -0.106
C -4.5564 -0.4423 0.7213 -0.249
H -4.8443 0.3548 0.0324 0.109
H -4.4921 -1.3659 0.1405 0.110
C -3.1821 -0.1165 1.3228 -0.151
C -2.1374 0.0230 0.2450 -0.225
N -1.4527 -0.9554 -0.2196 0.080
N -1.6148 -2.2210 0.2003 0.066
C -0.9050 -3.2734 -0.3105 -0.436
O -1.1451 -4.3977 0.0620 0.085
C 0.1372 -2.9117 -1.3581 -0.080
N 1.0659 -1.9147 -0.8925 0.060
C 2.4086 -2.1199 -0.8589 -0.498
O 2.9286 -3.1439 -1.2615 0.056
C 3.1645 -0.9782 -0.3090 0.011
C 4.5007 -1.0290 -0.2235 0.006
C 5.3372 0.0130 0.2891 -0.278
C 6.7066 0.0623 0.4243 -0.010
C 7.0073 1.3203 0.9843 -0.060
C 5.8088 1.9490 1.1513 -0.113
O 4.7985 1.1744 0.7376 0.052
H 5.5579 2.9160 1.5414 0.121
H 7.9756 1.7057 1.2293 0.101
H 7.3988 -0.7087 0.1546 0.113
H 5.0062 -1.9223 -0.5643 0.130
H 2.6146 -0.1080 0.0191 0.111
H 0.6578 -1.0635 -0.5355 0.092
H 0.7123 -3.8060 -1.6104 0.129
H -0.3936 -2.5513 -2.2490 0.132
H -2.3203 -2.4654 0.8962 0.149
C -1.8790 1.3343 -0.3613 -0.157
C -0.8318 1.4870 -1.2764 -0.027
C -0.5679 2.7086 -1.8605 -0.075
C -1.3495 3.8118 -1.5548 -0.085
C -2.4003 3.6740 -0.6650 -0.080
C -2.6633 2.4524 -0.0725 -0.035
H -3.4968 2.3831 0.6084 0.102
H -3.0228 4.5245 -0.4285 0.104
H -1.1444 4.7686 -2.0107 0.102
H 0.2497 2.8022 -2.5597 0.105
H -0.2321 0.6286 -1.5318 0.094
H -2.8940 -0.9098 2.0197 0.113
H -3.2423 0.8029 1.9050 0.111
H -6.5819 -0.8238 1.3588 0.072
H -5.7137 0.3248 2.3779 0.074
H -5.3563 -1.3988 2.4887 0.074
```

Calculated values
- HOMO energy (eV) = -8.25
- frontier orbital gap (eV) = 8.4
- SMILES string = CCC/C(=N\NC(=O)CNC(=O)/C=C/c1ccco1)c1ccccc1
- E_LUMO (eV) = 0.1

---

Model x:
# C19H21N3O3

A single C19H21N3O3 molecule (ωB97M-V/def2-TZVPD, the Open Molecules 2025 dataset).

Structure (XYZ):
```
46
Properties=species:S:1:pos:R:3:lowdin_charge:R:1
C -2.6652 1.2623 4.7871 -0.037
H -3.5163 1.7654 4.3340 0.088
H -2.9124 1.0178 5.8168 0.083
H -1.8229 1.9472 4.7889 0.067
C -2.3647 -0.0276 4.0234 -0.407
C -1.1158 -0.7480 4.5346 -0.037
H -1.2907 -1.0830 5.5535 0.083
H -0.2384 -0.1086 4.5301 0.066
H -0.9135 -1.6171 3.9127 0.084
H -3.2186 -0.7050 4.1624 0.145
O -2.3785 0.1403 2.6093 -0.028
C -1.5319 0.9405 1.9166 -0.254
C -0.4593 1.6774 2.4100 -0.006
C 0.3186 2.4315 1.5496 -0.008
C 0.0714 2.4512 0.1843 -0.180
C -1.0194 1.7370 -0.3101 -0.029
C -1.8048 0.9983 0.5429 0.013
H -2.6530 0.4430 0.1743 0.121
H -1.2571 1.7705 -1.3629 0.126
C 0.9303 3.2827 -0.6987 -0.438
O 1.2486 4.4231 -0.4236 0.077
N 1.3306 2.7272 -1.8827 0.134
C 1.2689 1.3989 -2.3183 -0.255
C 1.3703 0.3399 -1.4154 0.054
C 1.2677 -0.9384 -1.9215 -0.137
C 1.1192 -1.1805 -3.3002 -0.156
C 1.0686 -0.1319 -4.1972 -0.006
C 1.1387 1.1551 -3.6872 -0.032
H 1.0871 1.9955 -4.3631 0.110
H 0.9698 -0.3008 -5.2574 0.109
N 1.0599 -2.5467 -3.4650 -0.014
C 1.1579 -3.1651 -2.2353 -0.456
O 1.1330 -4.3566 -2.0210 0.075
N 1.2913 -2.1613 -1.2953 -0.006
C 1.3805 -2.3979 0.1179 -0.002
H 1.3143 -3.4745 0.2707 0.093
H 0.5601 -1.8997 0.6395 0.092
H 2.3312 -2.0319 0.5112 0.098
C 0.9111 -3.2616 -4.7012 -0.009
H 0.8962 -4.3238 -4.4601 0.092
H -0.0230 -2.9865 -5.1954 0.096
H 1.7479 -3.0514 -5.3707 0.096
H 1.5197 0.5145 -0.3638 0.121
H 1.7606 3.3866 -2.5201 0.156
H 1.1446 3.0080 1.9388 0.124
H -0.2127 1.6838 3.4578 0.092
```

Calculated values
- HOMO energy (eV) = -7.76
- frontier orbital gap (eV) = 8.4
- SMILES string = CC(C)Oc1ccc(C(=O)Nc2ccc3c(c2)n(C)c(=O)n3C)cc1
- E_LUMO (eV) = 0.6

---

Stability, lowest: model w

---

Model w:
# C21H9Cl5N3O8RuS2

A molecular structure, C21H9Cl5N3O8RuS2 (ωB97M-V/def2-TZVPD, the Open Molecules 2025 dataset).

Structure (XYZ):
```
49
Properties=species:S:1:pos:R:3:mulliken_spin:R:1
Ru -0.5028 0.6072 0.4884 0.869
Cl -1.9049 -0.4339 3.5711 0.000
C -0.8841 0.9548 3.5796 -0.002
C -0.2829 1.4185 2.3972 -0.012
C 0.5415 2.5494 2.6002 -0.016
Cl 1.3497 3.3367 1.2872 0.001
C 0.7539 3.1438 3.8454 -0.005
Cl 1.7844 4.5253 4.0197 -0.001
C 0.1356 2.6382 4.9784 0.004
Cl 0.3886 3.3640 6.5267 0.001
C -0.6901 1.5379 4.8358 -0.005
Cl -1.4699 0.9006 6.2459 -0.001
O 0.1971 -1.3195 -1.5806 0.004
S -0.8966 -0.8446 -2.4141 -0.001
O -0.6501 -0.8962 -3.8394 0.001
O -1.4692 0.4106 -1.9299 0.007
C -2.2074 -2.0451 -2.1281 0.000
C -2.6796 -2.7254 -3.2417 0.001
C -3.6763 -3.6828 -3.1349 -0.001
C -4.2147 -3.9672 -1.8930 0.000
C -3.7575 -3.2874 -0.7738 0.000
C -2.7584 -2.3230 -0.8696 0.001
S -2.3101 -1.5715 0.7198 -0.013
O -2.4944 -0.0854 0.6176 0.007
O -3.2306 -2.1916 1.6367 0.004
O -0.8858 -1.7805 0.9725 0.022
H -2.2342 -2.4808 -4.1962 0.000
H -4.0264 -4.1998 -4.0207 0.000
H -4.9937 -4.7121 -1.7834 0.000
H -4.1782 -3.4950 0.1978 0.000
O 1.5891 -0.1906 1.1106 0.090
C 1.9918 0.3111 0.0308 -0.022
O 1.2535 1.1250 -0.5840 0.010
C 3.3248 -0.0820 -0.5118 0.010
C 4.1942 -0.8420 0.2595 0.003
C 5.4279 -1.2119 -0.2546 0.001
C 5.7896 -0.8303 -1.5408 -0.001
C 4.9154 -0.0781 -2.3143 0.001
C 3.6837 0.2982 -1.7991 -0.001
H 3.8791 -1.1371 1.2510 0.005
H 6.1073 -1.8052 0.3459 0.000
H 6.7518 -1.1259 -1.9431 0.000
H 5.1905 0.2089 -3.3219 0.000
H 2.9755 0.8710 -2.3836 0.001
N -2.0621 5.9099 -2.4843 0.003
C -2.2415 5.1334 -1.6401 0.000
N -2.5521 4.3393 -0.6305 0.007
C -1.8013 3.3270 -0.3448 0.024
N -1.1702 2.4343 0.0404 0.002
```

Calculated values
- HOMO energy (alpha / beta) (eV) = -3.26 / -3.30
- multiplicity = 2
- frontier orbital gap (alpha / beta) (eV) = 7.2 / 7.3
- net charge = -2
- E_LUMO (alpha / beta) (eV) = 4.0 / 4.0

---

Model x:
# C21H9Cl5N3O8RuS2

A molecular structure, C21H9Cl5N3O8RuS2 (ωB97M-V/def2-TZVPD, the Open Molecules 2025 dataset).

Structure (XYZ):
```
49
Properties=species:S:1:pos:R:3:mulliken_spin:R:1
Ru 0.9320 0.1724 0.4784 1.030
Cl -0.6608 -2.7030 -0.6518 -0.001
C 1.0687 -2.7015 -0.5695 -0.009
C 1.7700 -1.5917 -0.0878 0.049
C 3.1621 -1.7079 -0.0744 -0.103
Cl 4.1196 -0.3806 0.4934 0.007
C 3.8310 -2.8501 -0.5033 -0.004
Cl 5.5590 -2.9372 -0.4600 0.001
C 3.1054 -3.9348 -0.9755 0.001
Cl 3.9181 -5.3667 -1.5069 0.000
C 1.7191 -3.8571 -1.0019 -0.001
Cl 0.8192 -5.2146 -1.5883 -0.001
O -1.6005 3.4488 2.1248 0.005
S -0.8145 2.2398 2.0756 -0.011
O -1.2412 1.2351 1.1018 0.022
O 0.6263 2.4194 2.0226 0.008
C -1.0495 1.4453 3.6779 0.002
C -1.8458 2.1140 4.5967 -0.001
C -2.0279 1.6279 5.8828 0.001
C -1.4016 0.4547 6.2642 0.000
C -0.6086 -0.2273 5.3530 0.000
C -0.4231 0.2505 4.0599 -0.001
S 0.6004 -0.8110 3.0148 0.005
O -0.1734 -1.1331 1.7975 0.002
O 0.9197 -1.9318 3.8528 -0.001
O 1.7663 -0.0473 2.5213 -0.005
H -2.3121 3.0343 4.2727 0.000
H -2.6543 2.1705 6.5810 0.000
H -1.5267 0.0586 7.2646 0.000
H -0.1238 -1.1505 5.6324 0.000
O -0.0838 0.1441 -1.2452 0.008
C 0.2977 -0.1562 -2.4381 -0.007
O 1.3827 -0.6057 -2.7820 -0.003
C -0.8027 0.0395 -3.4589 0.004
C -2.0084 0.6383 -3.1178 0.000
C -2.9920 0.8107 -4.0811 0.000
C -2.7792 0.3816 -5.3833 0.000
C -1.5732 -0.2179 -5.7261 0.000
C -0.5877 -0.3832 -4.7651 -0.001
H -2.1535 0.9792 -2.1014 -0.002
H -3.9215 1.2995 -3.8149 0.000
H -3.5479 0.5232 -6.1349 0.000
H -1.4012 -0.5494 -6.7438 0.000
H 0.3667 -0.8376 -4.9979 0.000
N -0.3561 4.0179 -3.4596 0.003
C 0.2701 3.8136 -2.5053 -0.001
N 1.0337 3.7132 -1.4365 0.005
C 1.4496 2.6174 -0.9480 0.003
N 1.9534 1.6466 -0.5090 -0.004
```

Calculated values
- HOMO energy (alpha / beta) (eV) = -3.27 / -3.12
- multiplicity = 2
- frontier orbital gap (alpha / beta) (eV) = 7.3 / 7.2
- net charge = -2
- E_LUMO (alpha / beta) (eV) = 4.1 / 4.1

---

Stability, lowest: model w

---

Model w:
# C10H9NO

A single C10H9NO molecule (ωB97M-V/def2-TZVPD, the Open Molecules 2025 dataset).

Structure (XYZ):
```
21
Properties=species:S:1:pos:R:3:lowdin_charge:R:1
C -1.2594 1.0599 2.3028 -0.035
C -0.1865 0.8876 1.2019 -0.177
C 0.8181 1.8125 1.1231 -0.044
C 1.8954 1.6804 0.2151 -0.076
C 0.7845 -0.1412 -0.7908 -0.146
C 0.8243 -1.2387 -1.7304 -0.313
C -0.2431 -2.0533 -1.9032 -0.048
C -1.3901 -1.9540 -1.1577 -0.083
C -1.3622 -0.9601 -0.2055 -0.084
C -0.3179 -0.1029 0.1405 -0.115
H -2.2259 1.1463 1.7981 0.080
H -1.3646 0.2163 2.9279 0.060
H -0.9933 1.9101 2.9662 0.085
H 0.7342 2.6164 1.8484 0.104
H 2.6725 2.3990 0.0901 0.095
H 2.5066 -0.5889 -2.1910 0.129
H -0.0322 -2.7723 -2.8079 0.161
H -2.4202 -2.4009 -1.2085 0.129
H -2.2032 -0.8746 0.6025 0.133
N 1.9095 0.6278 -0.6620 0.090
O 1.8534 -1.2693 -2.5597 0.055
```

Calculated values
- HOMO energy (eV) = -8.02
- frontier orbital gap (eV) = 8.0
- SMILES string = Cc1ccnc2c(O)cccc12
- E_LUMO (eV) = 0.0

---

Model x:
# C10H9NO

A single C10H9NO molecule (ωB97M-V/def2-TZVPD, the Open Molecules 2025 dataset).

Structure (XYZ):
```
21
Properties=species:S:1:pos:R:3:lowdin_charge:R:1
C -0.1780 2.8419 0.0190 -0.008
C -1.6678 0.8374 0.0239 0.014
C -1.5014 -0.5036 0.0423 -0.202
C -2.6293 -1.3550 0.1079 -0.220
C -0.1355 -0.8838 0.0695 -0.128
C 0.4419 -2.1694 0.0789 0.037
C 1.8583 -2.0155 -0.0905 -0.101
C 2.4752 -0.8191 -0.1158 -0.119
C 1.8639 0.4181 -0.1511 -0.006
C 0.5031 0.3577 -0.0427 -0.156
H 0.8669 2.9557 0.2091 0.072
H -0.7577 3.2936 0.8427 0.108
H -0.3833 3.3459 -0.8918 0.081
H -2.6395 1.2848 -0.1360 0.150
H -2.2899 -2.3992 0.4794 0.136
H 0.0432 -3.1686 0.2721 0.113
H 2.4755 -2.8606 -0.1628 0.084
H 3.5817 -0.8228 -0.1110 0.117
H 2.3038 1.3739 -0.1179 0.093
N -0.4421 1.4261 -0.0173 -0.066
O -3.7890 -1.1375 -0.3078 0.001
```

Calculated values
- HOMO energy (eV) = -8.20
- frontier orbital gap (eV) = 8.8
- SMILES string = Cn1cc(C=O)c2ccccc21
- E_LUMO (eV) = 0.6

---

Stability, lowest: model x

---

Model w:
# C4H12O

2 unconnected molecules or ions with the total composition C4H12O (ωB97M-V/def2-TZVPD, the Open Molecules 2025 dataset).

Structure (XYZ):
```
17
Properties=species:S:1:pos:R:3:lowdin_charge:R:1
C 1.2313 -2.5222 -1.1372 -0.177
C -0.2249 -2.4725 -0.7128 -0.177
H 1.3613 -3.0801 -2.0752 0.064
H 1.5840 -1.5332 -1.4224 0.055
H 1.9038 -2.9552 -0.4036 0.060
H -0.8112 -1.8697 -1.4028 0.058
H -0.3201 -2.0475 0.2877 0.057
H -0.7157 -3.4490 -0.6707 0.062
C -0.4903 2.1075 1.5466 -0.340
C 0.0789 2.3408 0.1709 -0.101
O -1.9031 2.1865 1.5784 -0.070
H -0.1627 1.1027 1.8710 0.106
H -0.0437 2.7532 2.3094 0.109
H -0.2621 3.2929 -0.2486 0.079
H -2.1829 2.1969 0.6607 0.070
H -0.2080 1.5343 -0.5072 0.072
H 1.1655 2.4147 0.1557 0.075
```

Calculated values
- HOMO energy (eV) = -10.22
- frontier orbital gap (eV) = 11.1
- SMILES string = CCO.CC
- E_LUMO (eV) = 0.9

---

Model x:
# C4H12O

2 unconnected molecules or ions with the total composition C4H12O (ωB97M-V/def2-TZVPD, the Open Molecules 2025 dataset).

Structure (XYZ):
```
17
Properties=species:S:1:pos:R:3:lowdin_charge:R:1
C -0.4447 -2.4213 -0.1274 -0.093
C 1.3134 1.1016 -0.3620 -0.141
C 0.0108 -0.8942 0.2632 -0.241
C 0.9784 -0.3063 -0.7930 -0.316
H -0.7001 -2.9801 0.7887 0.054
H 0.3336 -2.9795 -0.6745 0.057
H -1.3441 -2.3575 -0.7628 0.058
H 0.3770 1.6387 -0.5886 0.066
H 2.1459 1.6156 -0.8714 0.073
H 1.4879 1.1424 0.7263 0.075
H -0.8676 -0.2299 0.3753 0.097
H 0.5868 -0.8528 1.2076 0.099
H 1.8371 -1.0049 -0.7943 0.105
H 0.5940 -0.2435 -1.8292 0.110
O -1.9121 2.7176 1.4338 -0.092
H -2.8832 2.8063 1.3014 0.047
H -1.5133 3.2475 0.7069 0.043
```

Calculated values
- HOMO energy (eV) = -10.99
- frontier orbital gap (eV) = 11.8
- SMILES string = CCCC.O
- E_LUMO (eV) = 0.8

---

Stability, lowest: model w